Molecular formula: C62H42N4PSe3TeY
Method: DFT, ωB97M-V/def2-TZVPD

Geometry as XYZ:
```
114
Properties=species:S:1:pos:R:3:forces:R:3:lowdin_charge:R:1
Y 0.85408 -0.22020 -0.06589 0.01 -0.26 1.08 1.002
C 7.77224 -3.96073 1.38732 0.04 0.00 -0.02 -0.117
C 6.77451 -4.23101 2.31347 -0.03 0.00 0.03 -0.105
C 5.54761 -3.58775 2.21845 0.02 0.00 -0.03 -0.044
C 5.30460 -2.66782 1.19960 0.08 -0.03 -0.03 -0.205
C 6.31070 -2.39853 0.27336 0.03 0.02 -0.03 -0.030
C 7.53521 -3.04524 0.37042 0.02 0.00 0.00 -0.081
C 3.98470 -1.98279 1.09812 -0.16 -0.02 0.00 -0.080
C 2.88490 -2.77359 0.73235 0.04 0.19 0.07 -0.252
C 2.94975 -4.17255 0.39159 -0.03 -0.13 -0.07 0.003
C 1.67892 -4.57904 0.14510 0.10 -0.12 0.02 -0.004
C 0.82816 -3.43812 0.37248 -0.16 0.13 0.02 -0.249
C -0.57504 -3.45773 0.39038 0.12 0.03 -0.07 -0.075
C -1.26084 -4.70641 -0.03872 -0.07 -0.11 0.04 -0.198
C -1.18640 -5.87967 0.70985 -0.01 0.00 -0.05 -0.045
C -1.84890 -7.02719 0.29503 0.01 -0.02 0.04 -0.100
C -2.59619 -7.01599 -0.87418 -0.02 -0.01 -0.03 -0.113
C -2.67685 -5.85120 -1.62621 -0.01 -0.02 -0.01 -0.081
C -2.01585 -4.70430 -1.21242 0.02 0.04 0.02 -0.014
C -1.39900 -2.40416 0.81050 0.03 -0.10 -0.06 -0.246
N -1.00270 -1.12586 1.05826 -0.34 -0.07 0.12 0.031
C -2.09117 -0.45878 1.54023 0.07 0.18 0.10 -0.253
C -2.12740 0.90174 1.88265 0.14 0.00 -0.02 -0.091
C -3.43640 1.45804 2.32526 -0.10 0.04 -0.01 -0.198
C -4.11105 2.38420 1.53068 -0.03 -0.06 0.06 -0.030
C -5.34446 2.88688 1.91803 0.00 0.01 -0.03 -0.081
C -5.92063 2.47858 3.11261 -0.04 0.02 0.02 -0.111
C -5.25313 1.56699 3.91883 0.00 -0.01 0.02 -0.097
C -4.02083 1.06239 3.52825 0.02 -0.01 -0.04 -0.042
C -1.03592 1.78396 1.85263 -0.02 -0.15 -0.02 -0.255
C -1.08536 3.16925 2.25352 0.08 0.13 0.02 -0.008
C 0.18187 3.64895 2.16836 -0.16 0.09 0.07 0.002
C 1.01645 2.54754 1.76355 0.10 -0.15 -0.03 -0.258
N 0.24425 1.45274 1.52217 -0.23 -0.10 0.11 0.028
C 2.41531 2.56010 1.76516 0.04 -0.12 -0.06 -0.093
C 3.24306 1.43463 1.64878 -0.15 -0.09 -0.04 -0.252
C 4.66006 1.43684 1.94083 0.08 0.10 0.08 0.013
C 5.08525 0.16372 1.80707 0.14 0.03 0.03 0.004
C 3.94073 -0.61695 1.39546 -0.13 0.00 -0.08 -0.253
N 2.84154 0.18176 1.31763 -0.09 -0.10 0.01 0.034
C 3.09989 3.87132 1.91667 0.06 0.23 0.01 -0.206
C 3.69630 4.44280 0.79198 -0.05 -0.07 -0.04 -0.014
C 4.34389 5.66607 0.89184 -0.01 0.00 0.01 -0.073
C 4.40780 6.32767 2.11098 0.00 -0.01 0.00 -0.113
C 3.81566 5.76299 3.23336 0.01 0.02 0.02 -0.106
C 3.16288 4.54162 3.13653 0.04 -0.02 -0.07 -0.051
C -3.22188 -1.35427 1.60480 0.00 -0.07 -0.09 -0.025
C -2.79917 -2.55218 1.12954 -0.01 0.02 0.08 -0.010
N 1.59241 -2.35223 0.67357 -0.11 -0.04 0.11 0.028
H 8.73110 -4.46207 1.45846 -0.01 0.00 0.00 0.088
H 6.95145 -4.94221 3.11247 -0.01 0.01 -0.01 0.090
H 4.76457 -3.79473 2.93899 0.00 0.01 -0.01 0.117
H 6.12629 -1.68323 -0.52671 -0.06 -0.01 0.04 0.023
H 8.30606 -2.82911 -0.36059 -0.01 -0.01 0.02 0.099
H 3.85315 -4.75837 0.33291 -0.02 0.00 0.00 0.108
H 1.34680 -5.56280 -0.14666 0.02 0.02 0.00 0.102
H -0.60676 -5.88312 1.62545 -0.01 0.01 -0.01 0.118
H -1.78396 -7.93155 0.88945 0.00 0.01 -0.01 0.092
H -3.11286 -7.91196 -1.19852 0.01 0.01 0.00 0.089
H -3.25249 -5.83451 -2.54418 0.01 0.01 0.01 0.099
H -2.06262 -3.79673 -1.80482 0.01 -0.01 0.02 0.110
H -3.66535 2.69610 0.59643 0.02 0.00 -0.08 0.108
H -5.85992 3.58965 1.27438 0.01 0.00 0.01 0.099
H -6.88609 2.86836 3.41438 0.02 -0.01 -0.01 0.090
H -5.69280 1.24679 4.85657 0.01 0.00 -0.01 0.093
H -3.49860 0.34895 4.15511 0.00 0.01 -0.01 0.119
H -1.96742 3.69964 2.57513 0.01 0.00 0.00 0.103
H 0.52588 4.64549 2.39404 0.00 -0.01 0.00 0.105
H 5.23845 2.30199 2.22553 -0.02 -0.02 -0.02 0.111
H 6.08220 -0.21905 1.95603 -0.02 0.02 -0.01 0.109
H 3.62866 3.93484 -0.16883 0.04 0.05 0.09 0.045
H 4.79065 6.10017 0.00561 -0.01 -0.02 0.00 0.102
H 4.91483 7.28265 2.18702 0.00 0.00 0.00 0.088
H 3.86324 6.27373 4.18836 0.00 0.00 0.00 0.089
H 2.70230 4.09557 4.00987 -0.01 -0.01 0.01 0.116
H -4.21353 -1.09459 1.94082 0.03 0.01 -0.01 0.105
H -3.37220 -3.46121 1.03210 0.02 0.00 0.00 0.108
Se 2.99383 -0.41712 -2.01114 0.22 0.19 -1.08 -0.090
Se 5.18627 0.10494 -2.44379 0.17 -0.09 0.35 -0.192
Te 2.80430 3.53180 -3.13586 0.03 0.01 -0.03 0.018
Se 1.88593 1.73151 -1.65797 0.28 0.58 -0.57 -0.240
C -6.47916 0.98644 -1.63597 -0.03 0.03 -0.01 -0.116
C -5.74265 -0.12814 -1.25590 0.04 -0.03 0.01 -0.090
C -4.35867 -0.10820 -1.32867 -0.05 0.01 0.02 -0.102
C -3.67782 1.02655 -1.77634 -0.13 0.10 0.05 -0.357
C -4.42887 2.13526 -2.17063 0.00 -0.08 0.06 -0.092
C -5.81645 2.11333 -2.09937 -0.04 0.02 0.00 -0.106
P -1.84571 1.02223 -1.67285 0.26 -0.13 -0.16 1.086
C -1.46492 2.45762 -2.73948 -0.02 0.02 0.05 -0.413
C -1.24182 3.66846 -2.08565 -0.01 -0.02 -0.04 -0.139
C -1.03382 4.83230 -2.81094 0.00 0.03 0.05 -0.112
C -1.02711 4.78963 -4.19565 -0.02 0.06 -0.05 -0.121
C -1.20763 3.58089 -4.85250 0.00 -0.01 -0.03 -0.095
C -1.42680 2.41780 -4.12939 0.02 0.03 0.04 -0.074
C -1.41424 -0.47617 -2.61788 0.21 -0.05 -0.01 -0.430
C -2.16892 -0.95707 -3.69305 -0.01 -0.01 0.05 -0.132
C -1.76204 -2.10179 -4.35867 -0.11 0.01 -0.09 -0.126
C -0.59495 -2.74253 -3.95609 0.10 -0.04 0.04 -0.125
C 0.14466 -2.24532 -2.89217 -0.03 0.01 -0.09 -0.178
C -0.22892 -1.09980 -2.16640 -0.25 -0.08 0.11 -0.276
H -7.56123 0.97394 -1.57347 0.01 0.00 0.00 0.088
H -6.24759 -1.01779 -0.89626 0.01 0.01 0.00 0.097
H -3.79345 -0.98378 -1.03173 0.00 0.02 0.00 0.094
H -3.92943 3.02410 -2.53421 0.04 0.01 0.00 0.096
H -6.38014 2.98666 -2.40944 0.00 -0.02 0.00 0.093
H -1.19913 3.68785 -0.99992 -0.02 0.00 -0.01 0.096
H -0.83512 5.76212 -2.29082 0.00 -0.03 -0.03 0.099
H -0.83580 5.69253 -4.76463 0.01 -0.03 0.02 0.094
H -1.15544 3.53972 -5.93429 0.01 0.00 0.02 0.096
H -1.54351 1.47108 -4.64178 -0.01 0.00 -0.01 0.098
H -3.07759 -0.44633 -3.99827 -0.01 -0.01 -0.01 0.097
H -2.34334 -2.48912 -5.18968 0.01 0.02 0.01 0.085
H -0.26378 -3.63779 -4.47554 -0.01 0.02 0.01 0.091
H 1.05649 -2.77097 -2.62224 0.03 -0.03 0.03 0.069
```
Positions in Å, forces in eV/Å.

## Properties
* charge: -2
* molecular weight: 1327.41 g mol⁻¹
* LUMO level: 3.330 eV
* Kohn-Sham gap: 4.34 eV
* energy above the lowest of the compared OMol25 structures with the same formula, charge and spin: 0.408 eV
* multiplicity: 1
* largest force on an atom: 1.114 eV Å⁻¹